9
Properties=species:S:1:pos:R:3:forces:R:3 method="wB97M-V/def2-TZVPD" e_lumo_ev=0.19 de_lowest_kcal_mol=96.06 gap_ev=8.650 mol_weight_g_mol=96.1 energy_ev=-17970.980 charge=0 homo_energy_ha=-0.311
N 0.292736 0.909105 -0.111849 0.5 0.3 0.9
N 1.534275 0.364964 -0.328536 1.2 3.0 1.3
O -1.872328 1.584324 0.332139 0.0 -0.4 0.6
O -1.236087 -1.536496 -0.267055 1.0 1.0 0.8
S -1.087247 0.420869 -0.516447 -0.4 -0.3 -1.3
H 1.399547 -0.583433 -0.416398 0.7 -2.8 0.0
H 2.260715 0.729998 0.413923 -2.3 -1.4 -1.9
H -1.230942 1.819724 1.042491 -0.5 0.1 -0.3
H -1.581125 -2.042389 -1.017011 -0.1 0.5 -0.1

***

90
Properties=species:S:1:pos:R:3:forces:R:3 method="wB97M-V/def2-TZVPD" e_lumo_ev="1.61 / 1.61" de_lowest_kcal_mol=0.00 gap_ev="6.148 / 6.064" multiplicity=2 mol_weight_g_mol=770.7 energy_ev=-166287.793 s2=0.771 charge=-1 homo_energy_ha="-0.167 / -0.164"
Co 1.445121 0.145582 -0.025481 0.0 -0.3 -0.1
C -6.416780 -0.108266 -1.164075 0.0 0.0 0.0
C -5.747461 -0.616697 0.120673 0.0 0.0 0.0
C -6.436929 0.021233 1.334481 0.0 0.0 0.0
C -5.948846 -2.130682 0.191482 0.0 0.0 0.0
C -4.267331 -0.240158 0.111731 0.0 0.0 0.0
C -3.249032 -1.161845 0.268657 0.0 0.0 0.0
C -1.927197 -0.749572 0.216688 -0.1 -0.1 0.1
Br -0.578843 -2.079205 0.457106 0.0 0.0 0.0
C -1.523721 0.575098 -0.016989 0.1 -0.2 -0.1
O -0.286448 0.920340 -0.149292 -0.1 0.5 0.1
C -2.578468 1.540953 -0.082215 0.0 0.0 0.0
C -3.888659 1.099583 -0.038016 0.0 0.0 0.0
C -2.241811 3.034534 -0.179583 0.0 0.0 0.0
C -3.500592 3.907184 -0.170384 0.0 0.0 0.0
C -1.482375 3.344490 -1.475337 0.0 0.0 0.0
C -1.387688 3.449060 1.027901 0.0 0.0 0.0
H -7.466436 -0.414307 -1.195039 0.0 0.0 0.0
H -5.910108 -0.511220 -2.043194 0.0 0.0 0.0
H -6.382093 0.979760 -1.231377 0.0 0.0 0.0
H -7.496382 -0.250271 1.366144 0.0 0.0 0.0
H -6.366413 1.109662 1.298979 0.0 0.0 0.0
H -5.966090 -0.314838 2.260271 0.0 0.0 0.0
H -7.015127 -2.361680 0.134444 0.0 0.0 0.0
H -5.567460 -2.544295 1.127217 0.0 0.0 0.0
H -5.447539 -2.637624 -0.635253 0.0 0.0 0.0
H -3.453167 -2.212075 0.423810 0.0 0.0 0.0
H -4.676936 1.835499 -0.119786 0.0 0.0 0.0
H -4.138699 3.708278 -1.034510 0.0 0.0 0.0
H -3.201162 4.956646 -0.212828 0.0 0.0 0.0
H -4.091064 3.764752 0.737865 0.0 0.0 0.0
H -2.079503 3.061121 -2.342974 0.0 0.0 0.0
H -0.542074 2.800024 -1.518957 0.0 0.0 0.0
H -1.275073 4.418064 -1.531791 0.0 0.0 0.0
H -1.924264 3.258957 1.961492 0.0 0.0 0.0
H -1.165566 4.518947 0.975286 0.0 0.0 0.0
H -0.447313 2.902394 1.048832 0.0 0.0 0.0
N 8.370286 -0.716164 7.542234 0.0 0.0 0.0
C 7.596334 -0.620890 6.697436 -0.1 0.0 -0.1
C 6.624879 -0.501340 5.637103 0.1 0.0 0.2
C 5.581422 -1.417815 5.545875 0.0 0.0 0.0
C 4.649126 -1.295278 4.529960 0.0 0.0 0.0
C 4.747340 -0.267625 3.595519 -0.1 0.0 -0.1
C 5.798621 0.640213 3.694537 0.0 0.0 0.0
C 6.732950 0.530750 4.709574 0.0 0.0 -0.1
C 3.732420 -0.130433 2.509932 0.0 0.0 0.1
C 2.437127 0.174964 2.900175 0.0 0.2 0.0
C 1.950159 0.426619 4.221405 0.0 -0.1 -0.1
C 0.622825 0.738727 4.092718 0.0 0.0 -0.1
C 0.339810 0.686472 2.699411 -0.1 0.1 0.2
N 1.405722 0.367967 1.990961 0.0 0.0 0.0
C 4.172667 -0.304881 1.196679 0.1 -0.2 0.0
C 5.498980 -0.642538 0.797708 -0.1 0.1 0.1
C 5.494358 -0.731026 -0.571242 -0.1 0.0 0.0
C 4.163729 -0.465422 -0.969368 0.2 0.0 -0.1
N 3.364336 -0.227806 0.061914 0.1 0.0 0.1
H 5.507780 -2.222156 6.265302 0.0 0.0 0.0
H 3.838532 -2.006957 4.448046 0.0 0.0 0.0
H 5.873942 1.440841 2.971051 0.0 0.0 0.0
H 7.543285 1.242822 4.789203 0.0 0.0 0.0
H 2.523635 0.382691 5.132501 0.0 0.0 0.0
H -0.078869 0.976253 4.876151 0.0 0.0 0.0
H -0.607327 0.884649 2.223835 0.0 0.0 0.0
H 6.336582 -0.801425 1.456462 0.0 0.0 0.0
H 6.318347 -0.970219 -1.223454 0.0 0.0 0.0
H 3.795533 -0.451531 -1.980890 0.0 0.0 0.0
C -3.022980 0.276808 -4.267218 0.0 0.0 0.0
C -2.706578 -0.850946 -3.521502 0.0 0.0 0.0
C -1.437472 -0.992560 -2.978394 0.0 0.0 0.0
C -0.450836 -0.016078 -3.145548 0.0 0.1 0.0
C -0.792707 1.104299 -3.906683 0.0 -0.1 0.0
C -2.056644 1.252435 -4.464975 0.0 0.0 0.0
Si 1.276298 -0.149908 -2.352303 0.0 0.1 0.0
C 1.982140 -1.740687 -3.152153 0.0 0.0 -0.1
C 2.833574 -1.679123 -4.261223 -0.1 0.0 0.0
C 3.351250 -2.823935 -4.853896 0.0 0.0 0.0
C 3.019817 -4.075683 -4.354379 0.0 0.0 0.0
C 2.173783 -4.166486 -3.258120 0.0 0.0 0.0
C 1.670898 -3.014437 -2.667081 0.0 0.0 0.0
H -4.013997 0.393073 -4.689852 0.0 0.0 0.0
H -3.453097 -1.618769 -3.353461 0.0 0.0 0.0
H -1.216490 -1.884265 -2.400663 0.0 0.0 0.0
H -0.054188 1.883860 -4.060325 0.0 0.0 0.0
H -2.289147 2.135749 -5.049280 0.0 0.0 0.0
H 2.024028 0.897456 -3.145681 0.0 0.0 0.0
H 3.093534 -0.708885 -4.671566 0.0 0.0 0.0
H 4.010859 -2.739483 -5.709900 0.0 0.0 0.0
H 3.418692 -4.972054 -4.813869 0.0 0.0 0.0
H 1.909243 -5.137880 -2.856810 0.0 0.0 0.0
H 1.024990 -3.111411 -1.801846 0.0 0.0 0.0

***

71
Properties=species:S:1:pos:R:3:forces:R:3 method="wB97M-V/def2-TZVPD" e_lumo_ev=-12.26 gap_ev=3.197 mol_weight_g_mol=846.3 energy_ev=-75903.376 charge=+2 homo_energy_ha=-0.568
C 3.331392 -3.852883 3.327938 0.0 -0.2 -0.1
C 2.358412 -3.798906 2.146999 -0.2 -0.1 0.3
C 1.458772 -2.560411 2.095920 0.0 -0.4 0.3
O 2.067961 -1.415786 1.477178 0.0 0.3 -0.1
C 2.088028 -1.273354 0.119218 1.0 -0.8 0.2
C 3.630405 -1.112182 -0.273298 0.1 0.1 0.0
F 4.341111 -1.931250 0.524306 -0.1 0.1 0.0
F 4.025265 0.145868 -0.065180 0.0 -0.2 0.0
C 4.062330 -1.493763 -1.731143 0.1 0.1 0.2
F 5.249836 -1.007232 -1.948261 0.4 0.3 -0.1
F 3.217384 -1.088969 -2.646217 -0.2 0.1 -0.2
F 4.192328 -2.856779 -1.860590 0.0 -0.2 -0.1
N 1.530570 -2.277760 -0.652516 0.0 0.3 0.3
C 0.213901 -2.086432 -1.113419 0.3 0.1 -0.1
O -0.377002 -2.758163 -1.875538 -0.2 0.0 0.2
C -0.240658 -0.766593 -0.347063 -0.3 -0.5 -0.9
C -1.333997 -0.106424 -1.137406 -0.3 0.2 -0.3
C -2.692378 -0.825897 -1.065382 0.5 -0.2 0.2
C -3.612064 -0.268433 0.007201 -0.2 -0.1 0.1
F -2.859097 0.163356 1.064312 -0.2 -0.2 -0.1
F -4.409562 -1.263816 0.478964 0.2 0.2 -0.2
C -4.514712 0.916467 -0.468889 0.2 0.1 0.1
F -3.846658 2.072865 -0.226394 -0.1 -0.2 -0.2
F -4.677367 0.819642 -1.810229 -0.1 0.0 0.2
C -5.945424 1.019674 0.137128 0.0 0.3 -0.1
F -6.667811 -0.024691 -0.286873 0.0 0.1 0.0
F -6.458987 2.149547 -0.384324 0.0 -0.1 0.0
C -6.046417 1.124188 1.697090 0.1 -0.1 -0.4
F -4.940511 1.682872 2.190754 0.2 0.2 0.1
F -7.082691 1.862324 2.019448 -0.3 0.2 0.1
F -6.185255 -0.077422 2.227475 0.0 -0.3 0.2
C 1.155364 0.025188 -0.252272 -2.1 0.7 -0.1
O 1.293525 0.491892 -1.519577 0.9 -0.4 0.5
C 2.048475 1.686100 -1.801047 0.1 0.6 -0.5
C 1.088664 2.857131 -1.932803 -0.6 -0.3 -0.1
O -0.071676 2.369582 -2.573208 0.1 -0.1 0.1
C -1.163959 3.292864 -2.514188 0.0 0.1 -0.2
C -2.275035 2.823817 -3.410615 -0.2 0.1 -0.1
B 1.032206 1.114420 0.964373 1.2 0.3 0.3
O -0.233252 1.302900 1.379519 0.0 -0.1 -0.2
C 2.221901 1.898037 1.626180 -0.4 0.0 -0.1
C 2.340451 1.592357 3.142158 0.0 0.4 0.0
H 3.378696 -4.869803 3.708646 0.1 -0.1 0.0
H 2.971898 -3.235639 4.146750 0.1 0.1 0.0
H 4.341579 -3.562995 3.058918 0.1 0.2 0.0
H 2.925092 -3.937567 1.201453 0.0 0.0 -0.1
H 1.673271 -4.643069 2.228131 -0.1 -0.1 -0.1
H 1.260582 -2.246732 3.116215 0.0 0.1 0.0
H 0.494909 -2.804876 1.650570 0.0 0.2 -0.3
H 1.875930 -3.289073 -0.484045 -0.5 -0.3 0.1
H -0.647928 -1.057297 0.620582 0.3 0.0 0.3
H -1.039374 0.019919 -2.174763 0.2 0.0 0.0
H -1.439710 0.912034 -0.751346 0.1 0.1 0.1
H -3.149018 -0.810879 -2.046957 -0.2 0.1 0.0
H -2.559006 -1.876962 -0.812182 0.0 -0.1 0.0
H 2.819633 1.886552 -1.066963 -0.1 -0.1 0.3
H 2.536380 1.510573 -2.756738 -0.1 -0.2 -0.1
H 1.544622 3.642501 -2.537853 0.1 0.2 0.2
H 0.814641 3.252331 -0.948494 0.1 0.1 0.1
H -0.809450 4.274510 -2.839885 0.0 0.1 0.1
H -1.513214 3.377388 -1.480767 0.1 0.0 0.1
H -3.128543 3.485998 -3.277371 -0.1 0.0 0.0
H -2.606117 1.817206 -3.164326 0.0 -0.1 0.0
H -1.993120 2.867027 -4.458724 0.1 -0.1 -0.1
H -0.296081 1.983158 2.064642 -0.2 -0.1 0.1
H 3.170502 1.777754 1.124562 0.2 0.0 0.0
H 1.962174 2.955704 1.510141 0.0 0.1 0.0
H 2.266635 2.513046 3.714672 0.0 0.0 0.1
H 1.549473 0.939930 3.506181 0.0 -0.2 0.1
H 3.309333 1.166141 3.378537 0.0 -0.2 0.0
Pt 2.972444 -4.610820 -0.959316 0.0 -0.1 0.1

***

21
Properties=species:S:1:pos:R:3:forces:R:3 method="wB97M-V/def2-TZVPD" e_lumo_ev=0.99 de_lowest_kcal_mol=218.14 gap_ev=8.851 smiles=CN1[C@H]2CCC[C@@]21C mol_weight_g_mol=111.2 energy_ev=-8950.474 charge=0 homo_energy_ha=-0.289
C 1.121060 0.591882 -2.291430 1.5 1.1 0.9
N 0.054365 0.662971 -1.261265 3.8 2.8 -0.6
C 0.629135 0.581018 0.122633 1.4 1.0 -4.8
C 0.419816 0.944271 1.470911 -6.3 1.1 1.8
C 0.251100 -0.746453 1.785506 -2.2 1.5 6.3
C 0.064949 -1.539098 0.446629 3.7 -0.1 -2.1
C -0.483207 -0.389372 -0.520523 -0.6 0.3 2.4
C -1.948104 0.072247 -0.439550 -1.7 0.6 -0.2
H 1.869301 1.640356 -1.969617 -2.1 -3.5 -1.5
H 0.754393 0.673845 -3.454969 0.9 -0.5 3.2
H 1.582734 -0.419368 -1.911247 0.4 1.8 -2.0
H 1.712442 0.250660 0.246804 -1.0 -0.7 -1.9
H 0.920037 1.745137 2.131296 0.3 -2.0 -1.2
H -0.699246 1.436613 1.420035 2.2 -1.3 0.9
H 0.974618 -0.877915 2.859152 -1.6 -0.8 -3.7
H -0.853110 -0.817823 2.301723 2.6 0.3 -1.0
H 1.100819 -1.915821 0.050668 -1.5 1.1 0.5
H -0.410474 -2.504230 0.386231 -1.2 0.0 0.9
H -2.100535 1.256099 -0.124376 0.5 -3.3 -0.3
H -2.378133 -0.689288 0.232746 -0.9 0.9 0.1
H -2.581962 0.044268 -1.481355 2.0 -0.3 2.3

***

18
Properties=species:S:1:pos:R:3:forces:R:3 method="wB97M-V/def2-TZVPD" e_lumo_ev="-2.74 / -8.12" de_lowest_kcal_mol=60.16 gap_ev="7.698 / 8.074" multiplicity=3 mol_weight_g_mol=99.2 energy_ev=-8431.822 s2=2.005 charge=+1 homo_energy_ha="-0.384 / -0.595"
C -0.238477 1.132733 -0.493116 3.3 -3.5 -0.1
C 0.809377 1.078723 0.729725 -1.8 1.3 0.0
C 2.001056 -0.564834 -0.540825 3.6 3.7 -1.1
C -0.732205 -0.343614 -0.432872 -0.4 1.0 -2.6
C 0.404832 -1.110177 -0.010389 -5.1 -3.2 3.2
C -1.974912 -0.577119 0.396760 -1.6 -0.8 0.4
O 1.403866 -0.250398 0.765768 -0.5 -0.8 -1.7
H -0.885541 1.835605 -0.227759 -3.3 2.7 1.1
H 0.083056 1.403915 -1.553540 0.4 -0.3 1.7
H 1.549481 1.820223 0.504579 0.9 0.1 0.6
H 0.349187 1.144306 1.786918 0.6 0.3 -2.0
H 2.793160 -1.191821 -0.475180 2.1 -2.0 0.2
H 1.922532 0.290273 -1.161954 0.2 0.2 -0.8
H -0.947894 -0.670156 -1.492033 0.0 0.1 0.6
H 0.342458 -2.132768 0.386344 0.5 0.5 -0.2
H -2.102713 -1.708595 0.540242 0.0 1.8 0.3
H -2.948387 -0.177150 -0.024400 1.4 -0.5 -0.1
H -1.828878 0.020846 1.301740 -0.2 -0.8 0.4

***

15
Properties=species:S:1:pos:R:3:forces:R:3 method="wB97M-V/def2-TZVPD" e_lumo_ev="-6.20 / -6.27" de_lowest_kcal_mol=134.31 gap_ev="8.057 / 7.785" mol_weight_g_mol=98.1 energy_ev=-8838.936 charge=+1 homo_energy_ha="-0.524 / -0.517"
C 0.122775 -0.923373 -0.077899 0.0 0.0 0.0
C -0.332241 -1.865384 -1.101264 1.3 -0.2 1.9
C -1.823032 -0.839113 -2.682454 -3.3 1.5 -0.4
C 0.966636 1.081366 1.885408 -0.1 -0.1 -0.3
C 0.105433 1.357513 0.662573 0.3 0.7 0.8
N -0.211532 0.287348 -0.198935 -0.6 -0.7 -1.3
O -1.019520 -1.445697 -2.053380 1.5 -1.1 -0.4
H 0.713667 -1.377705 0.715837 0.1 0.1 0.1
H -0.098448 -2.921509 -1.044369 -0.3 0.0 -0.4
H -1.700628 -0.348663 -3.644148 1.0 -0.1 -0.2
H 1.131029 2.013007 2.413851 0.1 0.1 0.1
H 1.936188 0.684166 1.589960 0.1 0.0 0.0
H 0.495527 0.387016 2.578411 -0.1 -0.1 0.0
H 0.574890 2.110928 0.013671 -0.1 0.0 0.1
H -0.860745 1.800099 0.942737 0.1 0.0 0.0